76
Properties=species:S:1:pos:R:3:forces:R:3 method="wB97M-V/def2-TZVPD" orbital_gap_ha=0.2242 relative_energy_kj_mol=134.86 charge=-1 e_tot_ha=-2948.21902
C -3.354 -0.629 1.302 -0.39 0.80 0.23
N 0.680 1.919 0.733 -0.06 0.02 -0.02
C 0.370 1.823 2.150 -0.09 -0.01 0.13
C 0.490 4.462 -1.997 0.04 -0.08 0.12
C 1.521 -4.102 1.599 -0.05 0.14 0.03
C 0.158 4.555 -3.337 0.07 0.15 -0.03
H 2.091 -0.868 2.440 0.01 0.06 -0.04
H 0.988 5.290 -1.511 0.07 0.09 0.09
H -3.651 4.693 1.241 -0.03 0.09 0.06
C -0.459 2.284 -1.917 -0.15 -1.34 0.84
C 3.005 -2.563 3.346 0.22 -0.39 0.22
C 0.186 3.317 -1.261 0.00 -0.08 -0.05
C -3.144 -1.752 -2.002 -0.55 0.21 -0.77
C 0.477 3.271 0.227 -0.17 -0.04 0.02
C -4.131 1.560 2.375 0.19 -0.11 -0.25
H 0.429 0.784 2.472 0.03 -0.06 0.00
C -0.802 2.362 -3.249 -0.01 0.09 -0.12
H -4.631 0.994 3.148 -0.05 0.04 -0.01
O -4.162 -1.271 1.956 -0.18 -0.17 0.17
O -5.728 3.162 4.146 -0.64 -0.52 0.59
C -4.181 2.946 2.356 -0.38 0.48 0.55
C 0.478 -3.803 -2.644 -0.09 0.14 -0.07
C 2.025 1.450 0.443 0.08 -0.07 -0.01
H -0.273 -4.193 -3.333 -0.07 0.01 0.02
C 2.759 -1.870 -2.243 -0.36 0.04 -0.06
C -2.918 2.886 0.332 -0.12 0.39 0.10
H 3.589 -1.930 4.005 0.03 0.05 0.03
C 2.203 0.680 -2.977 0.36 0.20 -0.11
C 3.527 0.329 -2.767 0.01 -0.16 0.05
H 1.060 2.425 2.759 0.01 -0.01 0.01
N -0.840 -1.746 -2.303 0.87 0.42 0.09
C -3.591 3.617 1.291 0.13 -0.20 -0.13
H 2.454 -5.788 2.523 0.01 -0.06 -0.02
H 1.345 3.911 0.456 -0.07 -0.02 -0.01
S -3.261 -0.178 -2.522 -0.24 0.47 -0.03
H -1.937 -3.373 -1.727 0.17 0.29 -0.01
H 4.806 -1.268 -2.102 0.05 -0.03 -0.03
N 1.196 -0.160 -2.828 -0.09 -0.55 -0.27
H 4.190 -3.091 5.369 -0.04 -0.19 -0.08
H 0.913 -4.691 0.928 -0.04 -0.05 -0.06
C 4.040 -4.681 4.286 0.20 -0.32 0.09
O 4.340 -5.842 4.142 -0.02 0.37 0.19
H -5.035 -1.892 -1.366 0.15 0.02 -0.03
H 2.946 -2.872 -1.894 -0.03 -0.13 0.01
O -2.507 -1.122 0.496 1.36 0.05 -0.96
H -0.749 3.574 -5.014 -0.04 0.03 -0.11
C -0.489 3.506 -3.968 -0.07 -0.11 -0.03
H -0.388 3.692 0.750 0.09 0.01 -0.01
C 1.457 -1.433 -2.519 0.93 0.76 -0.10
C 0.299 -2.324 -2.462 -1.34 -0.57 -0.04
C 2.367 -4.712 2.484 0.32 0.05 0.39
O 4.556 -3.984 5.333 0.10 -0.04 0.07
O -4.514 4.958 3.552 0.29 1.00 0.07
S 0.448 -2.064 0.262 -0.33 0.29 -0.12
H 2.072 0.366 0.532 0.01 -0.10 0.01
C 3.797 -0.967 -2.345 -0.02 0.13 -0.12
H -0.646 2.175 2.324 -0.05 -0.01 0.04
C 2.167 -1.945 2.446 -0.17 0.05 -0.07
N -1.983 -2.444 -2.146 -0.13 -1.25 0.32
H 0.391 -4.315 -1.687 -0.03 -0.04 0.06
H -4.091 -3.271 -1.055 -0.04 0.05 0.12
C -4.899 3.791 3.497 0.57 -0.80 -1.01
H 4.325 1.042 -2.911 -0.01 0.10 0.02
N -4.236 -2.451 -1.626 0.41 -0.26 0.15
H 2.281 1.713 -0.581 0.05 0.01 -0.02
H 2.770 1.893 1.122 -0.04 0.09 -0.02
N -2.790 1.568 0.410 0.44 -0.41 -0.22
C 3.135 -3.955 3.381 -0.34 0.24 -0.35
H 1.930 1.683 -3.282 0.01 0.14 0.06
H -1.313 1.539 -3.726 -0.02 -0.15 -0.08
Tl -0.965 0.331 -0.751 -0.75 0.94 0.26
H 1.457 -4.013 -3.060 0.06 -0.08 -0.03
C -3.408 0.906 1.383 -0.21 -0.38 0.36
H -2.468 3.354 -0.533 0.12 0.09 -0.05
C 1.416 -2.700 1.540 0.07 0.12 0.02
H 0.402 5.451 -3.891 0.02 0.04 -0.01

78
Properties=species:S:1:pos:R:3:forces:R:3 method="wB97M-V/def2-TZVPD" orbital_gap_ha="0.2352 / 0.2562" s_squared=3.76 relative_energy_kj_mol=28.76 e_tot_ha=-3643.07601 spin_multiplicity=4
C -1.819 -4.234 -2.638 -0.04 0.02 -0.01
C 0.130 1.736 2.756 0.08 0.03 -0.04
C -0.566 2.753 3.453 0.11 0.03 0.03
H 1.078 4.342 -4.289 0.03 0.03 0.02
H 2.683 1.074 1.209 -0.03 0.02 0.03
N 2.064 1.755 -2.356 -0.10 0.00 0.06
N 0.553 -2.199 -0.634 -0.16 0.04 -0.11
C 0.600 -4.536 -2.144 -0.01 0.02 0.05
C 0.423 4.031 -2.267 0.03 0.04 0.01
H -4.944 -1.664 -2.285 -0.01 0.00 -0.01
H 3.368 0.657 2.792 0.00 0.03 -0.06
C 0.943 3.516 -3.591 -0.01 -0.04 0.01
C -0.631 3.091 -0.261 0.04 0.01 0.05
C 1.542 1.722 2.920 -0.03 0.04 0.06
H -2.655 0.992 0.197 -0.04 -0.01 0.01
C 2.438 0.731 2.215 0.10 -0.01 -0.03
H -0.518 4.449 4.753 -0.01 0.00 0.00
H 2.558 -2.465 -0.348 0.00 -0.04 -0.01
H 2.767 0.253 -3.604 0.00 0.00 0.01
H -1.910 -3.654 5.404 -0.01 -0.02 0.01
C -0.602 -3.825 -1.998 0.14 0.06 -0.07
H -1.812 -5.153 -3.209 -0.01 -0.01 -0.02
H 0.612 -5.448 -2.728 0.00 -0.01 -0.01
C -2.926 -3.471 -2.561 0.03 -0.02 0.00
C -1.760 -2.615 2.205 -0.14 -0.01 0.00
C -1.540 -3.189 4.500 0.01 0.04 -0.03
C -0.568 -2.642 -1.248 -0.22 -0.12 -0.14
H 2.294 -0.277 -1.997 0.03 0.02 0.01
H -2.306 -2.614 1.269 0.00 -0.01 0.02
N 1.844 -0.616 2.053 -0.22 -0.09 -0.05
C -1.761 -1.834 -1.160 -0.15 -0.18 -0.11
H -3.836 -3.759 -3.072 -0.02 -0.01 -0.01
C -3.958 -0.222 -1.052 0.07 -0.03 0.01
C 1.441 3.643 4.393 -0.02 -0.16 -0.11
H 1.416 -0.430 4.089 -0.01 -0.02 -0.02
I 2.416 5.030 5.602 0.03 0.05 0.04
H 3.239 2.616 3.857 0.01 0.00 0.01
H 2.537 -1.208 1.610 0.05 0.04 0.02
H 2.213 -1.937 3.670 -0.02 0.04 0.03
H 0.273 -2.450 5.399 -0.01 -0.02 0.03
H -0.461 3.962 0.378 -0.02 0.01 -0.03
C 1.455 -1.220 3.335 0.02 0.02 0.09
H -4.791 0.463 -0.993 -0.01 0.01 -0.01
C -2.761 0.091 -0.395 -0.08 0.08 0.01
V 0.106 -0.531 0.660 0.22 0.48 0.56
C -4.038 -1.392 -1.760 0.03 0.06 0.05
H 2.695 -4.553 -1.680 0.00 -0.01 -0.01
H 3.027 3.510 -3.001 -0.01 -0.01 -0.02
I -2.632 2.831 3.219 -0.08 -0.02 -0.03
H -1.594 3.201 -0.765 -0.02 -0.01 0.00
N -1.702 -0.689 -0.444 0.08 -0.13 0.07
H 2.620 2.336 -4.257 -0.03 0.00 0.00
H 3.831 0.607 -2.220 0.00 -0.01 0.01
N -0.598 -1.958 2.207 0.24 0.19 -0.15
H -3.218 -3.761 3.260 -0.02 -0.01 0.02
H -0.604 4.382 -2.374 0.00 -0.02 -0.02
F -2.014 -0.518 -4.109 -0.03 -0.03 -0.02
H 0.234 2.807 -4.017 0.04 0.06 0.00
C 1.669 -2.873 -0.817 0.13 -0.08 0.07
C 2.162 2.658 3.737 -0.01 0.08 0.07
N 0.416 2.980 -1.255 0.01 -0.03 -0.05
C 1.745 -4.050 -1.568 -0.02 0.08 0.03
C 0.116 -1.919 3.332 0.02 -0.13 0.05
B -0.938 0.284 -3.706 -0.06 -0.05 -0.03
C -0.331 -2.520 4.504 -0.03 -0.02 -0.09
O 1.071 0.925 -0.518 -0.07 -0.13 0.33
F -1.417 1.367 -2.935 -0.05 0.05 0.06
H 1.024 4.876 -1.908 -0.02 -0.01 -0.01
C 2.256 2.806 -3.343 0.02 0.06 -0.01
C -2.269 -3.248 3.319 0.06 0.01 0.03
H -0.653 2.207 0.365 0.01 0.05 -0.02
C 2.789 0.516 -2.546 -0.01 -0.05 -0.02
C 1.157 1.856 -1.351 0.05 -0.04 -0.32
C 0.062 3.689 4.248 0.00 0.08 0.06
O -0.518 0.891 2.028 -0.06 -0.36 -0.22
F -0.067 -0.488 -2.899 0.14 -0.03 -0.07
C -2.921 -2.243 -1.823 0.01 0.10 0.01
F -0.229 0.768 -4.811 0.04 0.01 -0.05

78
Properties=species:S:1:pos:R:3:forces:R:3 method="wB97M-V/def2-TZVPD" orbital_gap_ha="0.2348 / 0.2548" s_squared=3.76 relative_energy_kj_mol=0.00 e_tot_ha=-3643.08696 spin_multiplicity=4
C 0.515 -3.654 4.410 0.00 0.04 0.02
F -1.968 -2.906 -2.884 0.01 -0.03 0.11
I -0.173 -0.714 4.490 0.00 0.02 0.01
C -0.118 -2.644 3.705 0.02 -0.08 0.00
H -1.037 3.539 2.949 -0.01 0.00 -0.01
C -0.152 5.179 0.949 0.00 -0.01 0.00
C 0.049 3.599 2.833 0.01 0.01 0.00
H 0.486 2.636 3.079 0.00 0.00 -0.01
H 3.352 -4.638 0.768 0.01 0.00 0.01
H -2.178 -4.053 0.465 0.00 0.00 0.00
C -2.798 2.145 1.059 0.00 0.04 0.00
F -3.082 -0.903 -3.052 0.00 0.01 0.01
C 3.316 -1.465 1.929 -0.06 0.04 0.00
H 3.842 -0.763 2.560 0.01 -0.01 0.00
C -0.804 0.595 -2.246 0.00 0.05 0.04
C -1.985 1.007 1.129 0.05 -0.02 0.00
C -1.145 -4.401 0.530 -0.04 -0.02 -0.01
C 0.036 -5.172 2.611 0.03 -0.04 0.03
C 0.873 4.600 -1.219 0.01 -0.01 -0.01
H 1.035 -1.001 -5.162 -0.01 0.01 -0.01
C 0.590 -4.924 3.860 -0.03 0.01 -0.06
H 2.174 1.503 -0.927 0.00 0.01 0.00
H 1.682 5.990 0.199 0.00 0.00 0.00
C 1.029 -4.032 -0.551 0.05 -0.02 -0.02
H -1.756 2.881 -4.599 0.00 0.00 0.00
H 1.604 4.899 -1.974 0.00 0.00 0.01
C 1.132 3.062 0.722 0.09 0.01 0.09
C 3.041 -3.614 0.926 -0.04 -0.02 0.00
C -0.202 0.646 -4.562 0.02 -0.02 0.00
H -0.074 4.418 -1.742 -0.03 -0.01 -0.01
H 0.425 4.357 3.526 0.01 -0.01 0.01
H -0.179 5.907 1.764 -0.01 -0.01 0.00
N -0.139 -0.569 -2.055 0.06 0.03 -0.09
B -2.992 -2.093 -2.342 0.03 -0.03 -0.11
H -1.188 5.031 0.616 -0.01 0.00 -0.02
C 2.135 -1.077 1.318 0.06 -0.03 0.03
C 0.502 -0.514 -4.359 0.00 0.00 0.00
O 1.594 2.034 1.213 -0.05 -0.06 -0.01
N -0.382 -3.652 -0.501 -0.04 -0.01 0.02
C 0.704 5.696 -0.188 -0.01 0.01 -0.01
H 1.734 -0.081 1.453 0.00 0.04 -0.01
C 2.112 2.469 -1.420 -0.02 -0.02 0.00
C -1.480 1.168 -1.110 0.00 0.03 -0.05
O -1.249 -1.892 1.759 0.01 -0.10 0.17
H -1.122 -5.473 0.304 -0.01 0.00 0.01
V -0.616 -1.500 -0.127 -0.10 0.04 -0.28
H -3.315 2.483 1.947 0.00 0.00 0.00
C -2.263 2.315 -1.272 0.03 0.01 0.01
C -0.592 -4.162 1.905 0.01 0.03 0.01
H 0.241 6.573 -0.642 0.00 0.00 0.00
C -0.691 -2.851 2.435 -0.06 0.07 -0.01
H -2.977 3.806 -2.681 0.00 0.00 0.00
H 1.179 -5.081 -0.273 0.00 0.00 -0.02
H 0.952 -3.447 5.377 0.00 0.00 0.00
H 3.126 2.844 -1.593 0.00 0.00 0.00
H -0.243 1.106 -5.542 -0.01 0.00 0.00
H 1.383 -3.922 -1.580 -0.01 0.01 0.00
N -1.347 0.536 0.074 0.07 -0.05 0.08
C -1.685 2.417 -3.623 -0.01 0.01 0.01
C 3.773 -2.756 1.730 0.03 -0.02 0.01
H 1.618 2.346 -2.386 -0.02 0.00 -0.01
C -2.939 2.797 -0.139 0.03 -0.01 0.02
H -1.855 0.443 2.045 -0.01 0.00 0.00
I 1.568 -6.451 4.890 0.02 -0.02 0.02
C 0.491 -1.096 -3.089 -0.02 0.02 0.03
N 1.431 -1.904 0.538 -0.07 0.15 -0.06
H -3.575 3.670 -0.227 0.00 0.00 0.00
C -0.887 1.232 -3.488 0.04 -0.02 0.03
H 0.099 -6.165 2.179 -0.01 0.00 0.00
C -2.354 2.927 -2.568 0.01 0.01 -0.01
N 1.349 3.380 -0.593 -0.03 0.01 -0.03
H 1.002 -2.034 -2.914 0.00 0.00 0.00
F -4.183 -2.765 -2.265 0.01 -0.02 0.02
H -0.832 -3.797 -1.402 0.02 -0.01 -0.03
N 0.399 3.946 1.472 -0.03 -0.02 -0.02
F -2.568 -1.757 -0.974 -0.02 -0.01 0.07
C 1.871 -3.154 0.345 0.01 0.02 0.04
H 4.683 -3.099 2.206 0.00 0.00 0.00